1.
{"formula": "C5H14BRb", "method": "ωB97M-V/def2-TZVPD", "e_tot_ha": -247.653193, "e_homo_ev": -7.9, "gap_ev": 6.997, "elements": ["B", "C", "C", "C", "C", "C", "H", "H", "H", "H", "H", "H", "H", "H", "H", "H", "H", "H", "H", "H", "Rb"], "positions_angstrom": [[-2.2886, 0.0085, 1.9494], [-1.6556, -0.9040, 0.7258], [-0.0791, -0.9169, 0.7343], [0.4512, -0.2162, -0.5090], [1.9400, 0.0498, -0.6303], [2.1919, 1.1595, -1.7116], [-1.5601, 0.0056, 2.9321], [-2.3920, 1.1893, 1.5470], [-3.4181, -0.3923, 2.2084], [-2.0372, -1.9097, 0.6816], [-2.0315, -0.4180, -0.1782], [0.2470, -1.9463, 0.7931], [0.2966, -0.3985, 1.6021], [-0.0602, 0.7811, -0.5165], [0.1380, -0.8509, -1.3673], [2.3118, 0.3822, 0.3245], [2.4691, -0.8383, -0.9274], [2.6726, 2.0049, -1.2510], [2.7897, 0.7885, -2.5269], [1.2463, 1.4875, -2.1236], [-1.2319, 0.9343, -1.7565]]}

=====

2.
{"formula": "C5H14BaO5", "method": "ωB97M-V/def2-TZVPD", "e_tot_ha": -600.091891, "total_charge": 2, "e_above_lowest_kj_mol": 30.1, "e_homo_ev": -18.0, "gap_ev": 10.579, "elements": ["Ba", "C", "O", "H", "H", "H", "H", "C", "O", "H", "H", "H", "H", "C", "O", "C", "O", "O", "C", "H", "H", "H", "H", "H", "H"], "positions_angstrom": [[1.4826, 0.6384, -0.6330], [2.2716, 0.5726, -4.2178], [1.0587, 0.7740, -3.4573], [2.3915, 1.2975, -5.0183], [3.1249, 0.6975, -3.5405], [2.3388, -0.4466, -4.5957], [0.3360, 0.4192, -3.9832], [-1.6068, -1.3028, -0.7033], [-0.8109, -0.4011, -1.5133], [-1.6146, -0.9454, 0.3187], [-2.6443, -1.2585, -1.0412], [-1.2947, -2.3422, -0.7804], [-1.1863, -0.3880, -2.3980], [0.1606, -2.0034, 3.2355], [-0.3599, -0.6940, 3.5168], [-0.2673, 0.2453, 2.6279], [0.2831, 0.1142, 1.5165], [-0.8633, 1.3206, 3.0330], [-0.9028, 2.4720, 2.1673], [0.0574, -2.2782, 2.1883], [-0.3930, -2.6894, 3.8664], [1.2152, -2.0642, 3.5065], [-1.5388, 3.1904, 2.6673], [-1.3423, 2.2049, 1.2045], [0.1044, 2.8672, 2.0333]]}

=====

3.
{"formula": "C5H14Cl2NOS", "method": "ωB97M-V/def2-TZVPD", "e_tot_ha": -1647.151129, "total_charge": 1, "e_homo_ev": -11.5, "gap_ev": 6.828, "elements": ["C", "C", "Cl", "C", "N", "Cl", "H", "H", "H", "H", "H", "H", "H", "H", "C", "S", "O", "C", "H", "H", "H", "H", "H", "H"], "positions_angstrom": [[-0.3603, -1.1616, -0.2302], [-0.6359, -2.6325, -0.4492], [-2.3634, -3.0241, -0.2517], [0.0853, -3.5086, 0.5659], [1.5795, -3.2977, 0.4103], [2.5334, -4.3036, 1.4509], [-0.5907, -0.8601, 0.7926], [-0.9439, -0.5239, -0.8875], [0.6854, -0.9115, -0.4408], [-0.3683, -2.9428, -1.4621], [-0.1468, -3.2170, 1.5891], [-0.0958, -4.5723, 0.4279], [1.8234, -2.3233, 0.6163], [1.8785, -3.4999, -0.5483], [-0.4260, 3.7937, -1.5077], [0.5826, 3.1630, -0.1666], [0.2548, 1.7058, -0.0471], [-0.2924, 3.9813, 1.1664], [-0.0570, 3.3457, -2.4278], [-1.4635, 3.5092, -1.3356], [-0.3196, 4.8768, -1.5603], [-1.3394, 3.6813, 1.1399], [-0.1891, 5.0604, 1.0572], [0.1692, 3.6619, 2.0982]]}

=====

4.
{"formula": "C5H14ClN4", "method": "ωB97M-V/def2-TZVPD", "e_tot_ha": -878.050084, "total_charge": -1, "e_homo_ev": -2.5, "gap_ev": 6.269, "elements": ["C", "C", "C", "Cl", "N", "C", "C", "N", "N", "N", "H", "H", "H", "H", "H", "H", "H", "H", "H", "H", "H", "H", "H", "H"], "positions_angstrom": [[-1.9504, -1.5833, 1.2993], [-1.9318, -1.7886, -0.3288], [-0.4021, -1.7942, -0.9788], [-0.5132, -2.9255, -2.4854], [-0.1276, -0.3830, -1.4442], [1.2127, 0.1348, -0.9743], [1.1433, 1.4991, -0.0557], [0.3109, 2.5675, -0.7440], [0.7689, 1.2617, 1.3941], [2.5820, 2.0573, -0.0253], [-3.0721, -1.4896, 1.6382], [-1.3392, -0.6524, 1.6591], [-1.4326, -2.5333, 1.8032], [-2.4555, -2.7732, -0.6895], [-2.5379, -0.8846, -0.7951], [0.3688, -2.2294, -0.2143], [1.8175, 0.4377, -1.9575], [1.8934, -0.6904, -0.4500], [0.0447, 3.2906, -0.0403], [-0.5883, 2.1964, -1.1210], [-0.1203, 1.7525, 1.6634], [0.7535, 0.2500, 1.6496], [2.4885, 2.9159, 0.5945], [3.0867, 1.3639, 0.6030]]}

=====

5.
{"formula": "C5H14F3LiO9P", "method": "ωB97M-V/def2-TZVPD", "e_tot_ha": -1524.590353, "total_charge": -3, "e_above_lowest_kj_mol": 0.0, "e_homo_ev": 4.0, "gap_ev": 2.696, "elements": ["Li", "C", "O", "O", "C", "F", "F", "F", "C", "C", "H", "H", "H", "H", "H", "H", "P", "O", "O", "O", "O", "O", "H", "H", "O", "H", "H", "C", "O", "H", "H", "H", "H"], "positions_angstrom": [[0.7927, -0.6364, 0.9293], [-1.7892, -1.5380, 0.0861], [-1.3971, -0.3186, -0.7054], [-1.0043, -1.6916, 1.0424], [-3.2461, -1.2890, 0.5441], [-3.7097, -2.3293, 1.2841], [-3.4222, -0.1866, 1.2666], [-4.1465, -1.2036, -0.5103], [-1.7886, -0.1599, -2.0218], [-1.4399, 1.2455, -2.4584], [-2.0967, 1.9752, -1.9862], [-0.4052, 1.4790, -2.2085], [-1.5557, 1.3038, -3.5509], [-2.8484, -0.3667, -2.2132], [-1.2428, -0.8806, -2.6718], [-1.8651, -2.3956, -0.6562], [1.9521, 0.0820, 2.9985], [1.2327, 0.1260, 4.3792], [3.4133, 0.5640, 3.1345], [1.2167, 0.9468, 1.8719], [1.7636, -1.4072, 2.4877], [2.2729, 2.3727, -0.0483], [1.4559, 2.8701, -0.1532], [2.0130, 1.7474, 0.7320], [-1.0016, 2.0966, 1.1123], [-0.1255, 1.6939, 1.4660], [-1.3390, 1.3792, 0.5644], [3.3684, -0.9943, -0.5911], [1.9833, -0.7465, -0.8176], [3.6571, -1.9928, -0.9505], [3.9703, -0.2268, -1.0958], [3.5264, -0.9238, 0.4859], [1.8055, -0.5949, -1.7461]]}

=====

6.
{"formula": "C5H14FeN3O7", "method": "ωB97M-V/def2-TZVPD", "spin_multiplicity": 7, "e_tot_ha": -2151.832486, "total_charge": 3, "e_homo_ev": [-18.1, -17.9], "gap_ev": [4.617, 3.010], "elements": ["Fe", "C", "C", "O", "H", "H", "H", "H", "H", "C", "N", "O", "O", "H", "H", "H", "C", "N", "O", "O", "H", "H", "H", "C", "N", "O", "O", "H", "H", "H"], "positions_angstrom": [[-1.8103, 0.5798, 3.2038], [-0.1902, 1.4217, -0.1876], [-1.0377, 0.1579, 0.0611], [-1.5422, -0.0103, 1.3297], [0.0724, 1.6797, -1.2135], [0.7091, 1.5015, 0.4231], [-0.8364, 2.2618, 0.0672], [-0.3903, -0.6593, -0.2570], [-1.8807, 0.1150, -0.6285], [2.8797, 1.2687, -2.6574], [3.9301, 0.7171, -3.5687], [4.2487, -0.4930, -3.5293], [4.4830, 1.5204, -4.3905], [3.1940, 2.1602, -2.1146], [2.7799, 0.5367, -1.8559], [1.9887, 1.4330, -3.2634], [2.7371, 0.5061, 2.4001], [1.8303, -0.2626, 3.2796], [0.6230, -0.0375, 3.2538], [2.3462, -1.0790, 4.0222], [2.5790, 0.1357, 1.3872], [3.7916, 0.3501, 2.6275], [2.4862, 1.5647, 2.4672], [-4.8866, -1.7120, -0.5502], [-4.5086, -2.7875, 0.4096], [-4.6885, -2.5895, 1.6065], [-4.0512, -3.8046, -0.0368], [-5.5568, -0.9749, -0.1079], [-5.3527, -2.2716, -1.3611], [-3.9467, -1.2286, -0.8164]]}